(1)
Entry from the Open Molecules 2025 dataset: one molecule with the formula H4O2Si in a non-equilibrium geometry (wB97M-V/def2-TZVPD).

```
7
H4O2Si (wB97M-V/def2-TZVPD)
O -0.63 1.83 -0.21
O 0.62 -1.83 0.25
Si 0.01 0.02 0.04
H -0.98 2.15 -1.07
H -0.19 -0.32 -1.38
H 0.11 0.23 1.54
H 0.91 -2.19 -0.56
```

As for the SMILES: O[SiH2]O.


(2)
Entry from the Open Molecules 2025 dataset: a 2-piece molecular cluster, H4O3 overall in a non-equilibrium geometry (wB97M-V/def2-TZVPD).

```
7
H4O3 (wB97M-V/def2-TZVPD)
H 1.25 -0.27 -0.15
H 1.88 1.00 0.10
H -1.68 1.08 0.12
H -0.57 -1.19 0.18
O 2.16 0.04 -0.01
O -1.82 0.14 -0.03
O -0.44 -0.26 0.01
```

As for the SMILES: OO.O.


Calculated values (eV) of E_HOMO for the records, taken in order: -10.6 -10.8.
Calculated values (kcal per mole) of relative energy (zero: lowest compared OMol25 entry of this formula, charge and spin) for the records, taken in order: 69.82 7.75.